(1)
{
  "formula": "C11H9O2",
  "method": "ωB97M-V/def2-TZVPD",
  "symbols": ["C", "C", "C", "C", "C", "C", "C", "C", "C", "C", "C", "O", "O", "H", "H", "H", "H", "H", "H", "H", "H", "H"],
  "positions_angstrom": [[-1.89956, -1.91247, -1.35285], [-1.66785, -2.00232, -0.00475], [-1.28860, -0.91128, -2.07988], [-0.86730, -1.05601, 0.56681], [-0.59988, 0.05465, -1.52936], [-0.30821, 0.01365, -0.11061], [2.02177, -0.32476, 1.82883], [2.50410, -0.71409, 0.72894], [1.31851, 1.03019, 1.60464], [0.48852, 1.09835, 0.53307], [0.15262, 2.51025, 0.08613], [2.70709, -1.06807, -0.38968], [1.88053, 2.05480, 2.21263], [-2.42927, -2.79353, -1.79574], [-2.17424, -2.79553, 0.60988], [-1.39708, -0.92106, -3.21264], [-0.68576, -1.10638, 1.66159], [-0.23462, 0.88027, -2.23519], [2.51865, -0.61573, 2.81304], [-0.96751, 2.80461, 0.38804], [0.17051, 2.55688, -0.99518], [0.75757, 3.21759, 0.67227]],
  "forces_ev_per_a": [[-0.6847, -2.5277, -0.3328], [-0.9920, -0.8847, 0.3015], [-2.2766, -2.3245, -3.9242], [0.7049, 0.4888, 2.5892], [2.6962, 3.6866, 1.6051], [0.6949, 1.1816, -1.0856], [0.1253, 0.8137, 4.4000], [0.3044, -1.8306, -4.8078], [2.8296, 1.7057, 1.5357], [-2.0100, 0.4122, -0.8918], [-2.4638, 0.0186, 1.3034], [0.4899, 0.3302, 1.7153], [-1.5097, -2.2886, -0.8029], [0.3121, 1.2017, -0.0677], [0.7277, 0.8276, -0.6480], [-0.0302, 0.0274, 1.4823], [-0.0806, 0.0777, -0.8105], [-0.2537, -1.1941, 1.4877], [-0.9937, 0.5350, -1.4304], [1.9230, -0.6463, -0.6281], [0.3328, 0.5998, -0.2100], [0.1541, -0.2101, -0.7804]],
  "lowdin_charge": [-0.149, -0.132, -0.175, -0.075, -0.069, -0.166, -0.053, -0.251, -0.445, -0.252, -0.079, 0.108, -0.159, 0.098, 0.110, 0.117, 0.121, 0.129, 0.128, 0.104, 0.033, 0.057],
  "homo_energy_ev": -2.84,
  "energy_ev": -15646.6330,
  "orbital_gap_ha": 0.2365,
  "max_force_ev_per_a": 5.15,
  "lumo_ev": 3.595,
  "total_charge": -1,
  "e_above_lowest_ev": 2.029
}

(2)
{
  "formula": "C4H4O",
  "method": "ωB97M-V/def2-TZVPD",
  "symbols": ["C", "C", "C", "O", "C", "H", "H", "H", "H"],
  "positions_angstrom": [[-0.84729, -0.41382, -0.46562], [-0.60868, 0.57965, 0.52916], [0.73509, 0.62079, 0.72084], [1.34941, -0.23299, -0.14055], [0.37154, -0.83369, -0.86377], [-1.81009, -0.75211, -0.82168], [-1.36321, 1.29398, 0.79620], [1.38599, 1.11947, 1.42948], [0.67877, -1.48811, -1.66081]],
  "forces_ev_per_a": [[0.0799, 0.0470, -0.3026], [0.0657, 0.2527, -0.2842], [-0.1621, 0.0867, 0.0197], [-0.0180, -0.1579, 0.1063], [-0.0924, -0.2647, -0.0928], [0.1857, 0.1396, -0.1321], [-0.0058, -0.0514, 0.8531], [-0.2016, 0.0717, -0.3454], [0.1487, -0.1236, 0.1779]],
  "lowdin_charge": [-0.085, -0.084, -0.124, -0.011, -0.137, 0.104, 0.098, 0.121, 0.118],
  "smiles": "c1ccoc1",
  "homo_energy_ev": -8.86,
  "energy_ev": -6259.2209,
  "orbital_gap_ha": 0.3684,
  "max_force_ev_per_a": 0.85,
  "lumo_ev": 1.169,
  "e_above_lowest_ev": 0.158
}

(3)
{
  "formula": "C4H6N2S",
  "method": "ωB97M-V/def2-TZVPD",
  "symbols": ["C", "C", "N", "C", "S", "C", "N", "H", "H", "H", "H", "H", "H"],
  "positions_angstrom": [[-1.97306, -0.82211, -0.05438], [-0.57892, -0.19478, -0.08003], [0.54860, -0.83615, -0.09011], [1.54334, 0.10640, -0.05783], [3.26606, -0.35176, -0.10997], [1.01397, 1.33730, 0.00948], [-0.36129, 1.14485, -0.03863], [-2.53679, -0.72763, -1.00713], [-2.61879, -0.48188, 0.77717], [-1.94653, -1.91436, 0.09690], [3.19599, -1.39864, 0.72499], [1.49696, 2.30101, -0.02492], [-1.04954, 1.83774, -0.14552]],
  "forces_ev_per_a": [[-0.2534, -0.5063, -0.1326], [-1.2658, -0.3260, 0.1473], [0.2598, -0.9179, -0.0254], [0.7011, -1.2108, 0.3161], [-0.3699, 0.3099, -0.1166], [-0.3940, 0.9960, -0.4831], [0.9481, -0.4431, 0.1107], [0.4381, 0.3954, 0.4952], [0.4550, 0.3253, -0.4491], [0.6249, 0.4505, -0.0562], [-0.1867, 0.0895, 0.0040], [-0.2356, -0.0056, 0.1638], [-0.7216, 0.8431, 0.0258]],
  "lowdin_charge": [-0.020, -0.395, 0.084, -0.713, 0.743, -0.121, 0.091, 0.077, 0.075, 0.076, -0.144, 0.111, 0.135],
  "smiles": "Cc1nc(S)c[nH]1",
  "homo_energy_ev": -8.34,
  "energy_ev": -18060.7347,
  "orbital_gap_ha": 0.3368,
  "max_force_ev_per_a": 1.43,
  "lumo_ev": 0.824,
  "e_above_lowest_ev": 0.239
}

(4)
{
  "formula": "C3H7O2S",
  "method": "ωB97M-V/def2-TZVPD",
  "symbols": ["C", "C", "S", "C", "O", "O", "H", "H", "H", "H", "H", "H", "H"],
  "positions_angstrom": [[1.52730, 0.41031, -1.04683], [0.22952, -0.45306, -1.01241], [-1.15453, 0.05936, -0.10252], [-0.56467, -0.43358, 1.56234], [-1.93477, 1.82830, 0.63976], [-2.24964, -0.86876, -0.41112], [1.33518, 1.52884, -1.30291], [2.27038, -0.01988, -1.69163], [2.04664, 0.16667, -0.14216], [-0.07630, -0.57604, -2.02538], [-0.30783, -1.55409, 1.46428], [0.23381, 0.14812, 1.91578], [-1.35509, -0.23621, 2.15280]],
  "forces_ev_per_a": [[-1.5661, 0.5999, 0.3565], [0.5704, 1.5371, -0.3778], [-0.3791, 1.9387, 3.1801], [1.2684, -2.5153, -2.9274], [2.1002, -3.8708, -2.2041], [-0.1813, 0.4209, -0.3033], [0.7487, -1.7633, 0.7457], [-0.1268, -0.1632, -1.2892], [0.2268, 1.1026, 1.2650], [-0.7827, -0.2800, -0.8831], [-0.3882, 1.8345, 0.2496], [1.3459, 0.7683, 0.0805], [-2.8361, 0.3906, 2.1076]],
  "lowdin_charge": [-0.214, -0.409, 0.747, -0.222, -0.654, -0.484, 0.090, 0.030, 0.024, 0.000, 0.086, 0.025, -0.018],
  "smiles": "CC=[S@@](C)(=O)[O-]",
  "homo_energy_ev": [-3.31, -3.31],
  "energy_ev": -18150.0986,
  "orbital_gap_ha": [0.2697, 0.2698],
  "max_force_ev_per_a": 4.92,
  "lumo_ev": [4.030, 4.034],
  "total_charge": -1,
  "e_above_lowest_ev": 6.516
}

- What is the formula in the second record?
  C4H4O

Please write out number 3 again, unchanged.
{
  "formula": "C4H6N2S",
  "method": "ωB97M-V/def2-TZVPD",
  "symbols": ["C", "C", "N", "C", "S", "C", "N", "H", "H", "H", "H", "H", "H"],
  "positions_angstrom": [[-1.97306, -0.82211, -0.05438], [-0.57892, -0.19478, -0.08003], [0.54860, -0.83615, -0.09011], [1.54334, 0.10640, -0.05783], [3.26606, -0.35176, -0.10997], [1.01397, 1.33730, 0.00948], [-0.36129, 1.14485, -0.03863], [-2.53679, -0.72763, -1.00713], [-2.61879, -0.48188, 0.77717], [-1.94653, -1.91436, 0.09690], [3.19599, -1.39864, 0.72499], [1.49696, 2.30101, -0.02492], [-1.04954, 1.83774, -0.14552]],
  "forces_ev_per_a": [[-0.2534, -0.5063, -0.1326], [-1.2658, -0.3260, 0.1473], [0.2598, -0.9179, -0.0254], [0.7011, -1.2108, 0.3161], [-0.3699, 0.3099, -0.1166], [-0.3940, 0.9960, -0.4831], [0.9481, -0.4431, 0.1107], [0.4381, 0.3954, 0.4952], [0.4550, 0.3253, -0.4491], [0.6249, 0.4505, -0.0562], [-0.1867, 0.0895, 0.0040], [-0.2356, -0.0056, 0.1638], [-0.7216, 0.8431, 0.0258]],
  "lowdin_charge": [-0.020, -0.395, 0.084, -0.713, 0.743, -0.121, 0.091, 0.077, 0.075, 0.076, -0.144, 0.111, 0.135],
  "smiles": "Cc1nc(S)c[nH]1",
  "homo_energy_ev": -8.34,
  "energy_ev": -18060.7347,
  "orbital_gap_ha": 0.3368,
  "max_force_ev_per_a": 1.43,
  "lumo_ev": 0.824,
  "e_above_lowest_ev": 0.239
}